{
  "formula": "C5H16N2O",
  "method": "ωB97M-V with the def2-TZVPD basis set",
  "elements": ["C", "C", "C", "C", "N", "C", "N", "H", "H", "H", "H", "H", "H", "H", "H", "H", "H", "H", "H", "H", "H", "O", "H", "H"],
  "coordinates": [[-2.31, 1.62, -0.87], [-1.49, 0.56, 0.06], [-2.10, -0.78, -0.37], [-0.03, 0.97, -0.09], [0.86, 0.39, 1.01], [2.28, 0.70, 0.72], [2.90, 1.98, 1.18], [-1.77, 2.23, -1.57], [-3.14, 1.18, -1.42], [-2.78, 2.22, -0.09], [-1.92, 0.62, 1.11], [-3.22, -0.65, -0.27], [-1.77, -1.66, 0.25], [-2.01, -1.11, -1.44], [0.30, 0.66, -1.08], [0.01, 2.06, 0.12], [0.67, -0.63, 1.07], [2.45, 0.82, -0.38], [2.72, -0.24, 1.08], [2.18, 2.69, 1.30], [3.12, 1.90, 2.20], [1.97, -5.46, -0.78], [1.36, -5.35, -1.52], [1.71, -4.73, -0.20]],
  "total_charge": 0
}


{
  "formula": "C5H7FS2",
  "method": "ωB97M-V with the def2-TZVPD basis set",
  "elements": ["C", "C", "C", "S", "C", "S", "C", "F", "H", "H", "H", "H", "H", "H", "H"],
  "coordinates": [[1.74, 1.04, -0.23], [0.68, 0.03, 0.03], [-0.64, 0.36, 0.06], [-1.81, -1.00, 0.15], [-3.20, -0.01, -0.03], [-4.70, -0.55, -0.32], [1.29, -1.27, 0.29], [2.27, -1.59, -0.65], [1.36, 1.89, -0.82], [2.53, 0.62, -0.78], [2.21, 1.41, 0.70], [-0.97, 1.41, -0.02], [-3.06, 1.10, 0.18], [0.53, -2.04, 0.16], [1.78, -1.40, 1.29]],
  "total_charge": 0
}


It is found that the Kohn-Sham gap values, taken in the order of the records, are 9.6; 8.4 eV.
It is found that the energy above the lowest of the compared OMol25 structures with the same formula, charge and spin values, taken in the order of the records, are 43.7; 27.1 kcal/mol.